ORCA calculation (ωB97M-V/def2-TZVPD) on a molecular structure, C26H20IrN4O2PSSe2.

Its electronic energy is -7019.0680 Ha. For the largest force on an atom, the calculation gives 3.1 eV Å⁻¹. As for the LUMO energy: -2.292 eV. For the HOMO-LUMO gap, the calculation gives 5.189 eV. As for the total charge: 0. Its energy relative to the best compared isomer or geometry (same formula, charge and spin) is 251.1 kJ/mol.

```
57
Properties=species:S:1:pos:R:3:mulliken_charge:R:1
Ir -1.877 -0.543 -1.676 0.2259
O -3.040 -2.312 3.283 -0.6615
C -2.944 -0.988 3.473 0.3566
C -3.043 -0.523 4.783 -0.6279
C -2.943 0.824 5.065 -0.3359
C -2.763 1.744 4.036 -0.8677
C -2.671 1.305 2.735 -0.3847
C -2.746 -0.059 2.426 0.4109
C -2.576 -0.483 1.045 0.7849
O -2.316 0.384 0.122 -0.5617
N -2.665 -1.782 0.747 -1.3427
N -2.401 -2.015 -0.534 0.7275
C -2.330 -3.224 -1.044 -0.3669
C -1.926 -3.287 -2.402 0.6331
C -1.813 -4.474 -3.142 -1.0112
C -1.420 -4.431 -4.455 -0.1228
C -1.130 -3.192 -5.037 -0.7825
C -1.262 -2.056 -4.274 0.1294
N -1.653 -2.075 -2.997 -0.2330
H -2.949 -2.491 2.320 0.5934
H -3.199 -1.249 5.568 0.4380
H -3.010 1.158 6.091 0.3934
H -2.703 2.800 4.255 0.4462
H -2.538 2.008 1.924 0.4389
H -2.553 -4.090 -0.438 0.4124
H -2.036 -5.409 -2.647 0.3871
H -1.336 -5.336 -5.040 0.4324
H -0.808 -3.117 -6.064 0.3938
H -1.046 -1.077 -4.684 0.4378
Se 0.578 -0.822 -0.523 -0.2685
P 1.073 1.313 -0.126 0.5516
Se -0.404 2.874 -0.059 -0.2994
C 1.874 1.229 1.518 0.7383
C 2.768 0.186 1.758 -0.5674
C 3.268 -0.017 3.032 -0.7157
C 2.888 0.827 4.066 -0.4416
C 2.024 1.883 3.821 -0.6518
C 1.512 2.085 2.548 -0.3095
C 2.400 1.768 -1.298 0.5651
C 3.004 3.014 -1.163 -0.5699
C 4.041 3.366 -2.010 -0.6399
C 4.472 2.484 -2.992 -0.4541
C 3.864 1.247 -3.131 -0.6447
C 2.823 0.889 -2.287 -0.1411
H 3.048 -0.472 0.943 0.3850
H 3.942 -0.841 3.221 0.3928
H 3.257 0.649 5.066 0.3853
H 1.732 2.543 4.626 0.4008
H 0.831 2.903 2.356 0.3558
H 2.657 3.697 -0.398 0.3748
H 4.521 4.329 -1.903 0.3838
H 5.283 2.762 -3.651 0.3819
H 4.200 0.554 -3.890 0.3921
H 2.347 -0.076 -2.393 0.2414
S -0.083 2.911 -4.267 -0.3985
C -0.833 1.779 -3.447 0.5112
N -1.389 0.923 -2.855 -0.3007
```